# 1
C30H71AlO3PS2 | ωB97M-V/def2-TZVPD

Computed properties:
* charge: -1
* maximum force: 1.46 eV/Å
* HOMO-LUMO gap: 0.2499 hartree
* HOMO energy: -4.59 eV

Geometry (Å):
C 1.968 -4.219 -4.153
C 1.976 -2.760 -4.581
C 1.035 -1.922 -3.710
C 1.769 -1.391 -2.466
C 0.817 -1.227 -1.258
C 1.153 -2.181 -0.098
C 1.265 -1.555 1.304
C 1.921 -0.170 1.439
Al 3.622 0.174 0.413
C 4.898 -1.379 0.279
C 5.922 -1.448 1.454
C 6.130 -2.897 1.870
C 7.238 -3.194 2.911
S 8.402 -1.899 3.249
O 9.322 -2.431 4.200
O 9.019 -1.395 2.065
O 7.551 -0.794 3.977
P 4.700 1.977 1.582
S 4.686 1.677 3.553
H 1.121 -4.715 -4.619
H 1.870 -4.315 -3.076
H 2.868 -4.737 -4.467
H 1.713 -2.675 -5.631
H 2.983 -2.363 -4.460
H 0.668 -1.057 -4.257
H 0.213 -2.577 -3.430
H 2.557 -2.108 -2.252
H 2.256 -0.458 -2.718
H 0.737 -0.194 -0.940
H -0.161 -1.511 -1.632
H 0.336 -2.899 -0.036
H 2.045 -2.768 -0.287
H 0.293 -1.562 1.797
H 1.880 -2.236 1.893
H 1.198 0.609 1.189
H 2.174 -0.055 2.492
H 3.297 0.794 -1.048
H 4.362 -2.323 0.174
H 5.475 -1.262 -0.637
H 5.521 -0.869 2.279
H 6.836 -0.988 1.101
H 5.194 -3.221 2.316
H 6.265 -3.510 0.988
H 6.843 -3.517 3.863
H 7.869 -3.992 2.542
H 7.682 0.066 3.530
H 4.062 3.210 1.303
H 6.036 2.184 1.156
C -2.502 -0.712 -3.619
C -3.425 -0.505 -4.817
C -2.681 -0.110 -6.090
C -1.922 1.214 -6.002
C -2.780 2.424 -5.636
C -3.872 2.727 -6.658
H -1.976 0.206 -3.351
H -3.078 -1.029 -2.747
H -1.761 -1.482 -3.829
H -4.184 0.245 -4.572
H -3.968 -1.436 -5.009
H -3.394 -0.070 -6.920
H -1.969 -0.901 -6.346
H -1.437 1.401 -6.967
H -1.112 1.123 -5.274
H -2.126 3.296 -5.551
H -3.230 2.284 -4.650
H -3.442 2.902 -7.647
H -4.429 3.620 -6.373
H -4.588 1.907 -6.740
C -6.959 -0.611 -2.175
C -6.796 0.856 -1.789
C -5.388 1.202 -1.309
C -4.929 0.467 -0.049
C -5.824 0.664 1.174
C -5.905 2.115 1.640
H -6.794 -1.273 -1.324
H -7.967 -0.802 -2.548
H -6.253 -0.887 -2.962
H -7.533 1.120 -1.026
H -7.025 1.475 -2.661
H -5.326 2.282 -1.145
H -4.678 0.981 -2.113
H -3.916 0.801 0.196
H -4.849 -0.603 -0.259
H -5.428 0.055 1.990
H -6.831 0.287 0.972
H -4.912 2.503 1.878
H -6.520 2.198 2.537
H -6.348 2.760 0.879
C -0.800 0.747 4.081
C -0.649 2.222 4.445
C 0.723 2.571 5.023
C 1.074 1.861 6.329
C 0.085 2.084 7.473
C -0.027 3.544 7.903
H -0.709 0.104 4.958
H -1.781 0.560 3.637
H -0.042 0.446 3.357
H -1.441 2.510 5.145
H -0.804 2.823 3.545
H 0.778 3.654 5.169
H 1.495 2.331 4.287
H 2.066 2.195 6.645
H 1.166 0.787 6.145
H 0.411 1.490 8.331
H -0.905 1.707 7.198
H 0.945 3.933 8.212
H -0.712 3.647 8.747
H -0.404 4.174 7.096

Löwdin atomic charge list, values in e, 4 entries: C -0.116; C -0.271; C -0.233; C -0.212



# 2
C11H12Cl5NO4 | ωB97M-V/def2-TZVPD

Computed properties:
* charge: 0
* structure (SMILES): C[C@@H](Cl)CC1=C(CCC(N)=O)C(=O)OC1=O.ClC(Cl)(Cl)Cl
* maximum force: 0.48 eV/Å
* HOMO-LUMO gap: 0.3491 hartree
* HOMO energy: -10.27 eV

Geometry (Å):
C -2.646 2.509 -2.067
C -2.023 1.338 -1.319
Cl -0.890 0.507 -2.432
C -1.296 1.821 -0.063
C -1.096 0.785 0.990
C -0.192 -0.185 1.174
C 1.034 -0.565 0.413
C 2.217 0.369 0.713
C 3.164 0.495 -0.457
N 4.543 0.712 -0.091
O 2.801 0.402 -1.602
C -0.563 -0.903 2.421
O -0.109 -1.907 2.863
O -1.617 -0.238 3.023
C -2.045 0.728 2.144
O -3.054 1.344 2.301
H -3.402 2.999 -1.454
H -3.057 2.191 -3.021
H -1.863 3.241 -2.282
H -2.791 0.612 -1.058
H -0.362 2.312 -0.340
H -1.940 2.591 0.369
H 1.311 -1.573 0.732
H 0.818 -0.616 -0.650
H 1.885 1.364 1.021
H 2.793 -0.021 1.552
H 5.092 0.161 -0.748
H 4.761 1.678 -0.329
C -0.296 -4.433 -0.356
Cl -0.919 -5.830 -1.240
Cl 1.431 -4.254 -0.692
Cl -1.146 -2.975 -0.890
Cl -0.541 -4.656 1.372

natural (NBO) atomic charge list, values in e, 4 entries: C -0.619; C -0.161; Cl -0.067; C -0.475



# 3
C5H6N4O | ωB97M-V/def2-TZVPD

Computed properties:
* charge: 0
* structure (SMILES): [H]/N=C(\NC#N)NC(=O)C=C
* maximum force: 5.77 eV/Å
* HOMO-LUMO gap: 0.3592 hartree
* HOMO energy: -10.08 eV

Geometry (Å):
C -2.291 1.057 0.680
C -0.858 1.072 0.870
C -0.354 1.493 -0.476
C 1.306 -0.390 -0.446
C 0.757 -2.432 0.446
H -3.037 1.261 -0.289
H -2.944 0.716 1.340
H -0.242 0.841 1.775
H 1.720 1.704 -1.139
H 2.490 -1.679 -0.109
H -0.463 -1.406 -0.906
N 0.832 0.811 -1.060
N 2.510 -0.566 -0.077
N 0.452 -1.458 -0.529
N 0.893 -3.426 1.026
O -0.771 2.402 -1.108

natural (NBO) atomic charge list, values in e, 4 entries: C -0.263; C -0.362; C 0.651; C 0.534



# 4
C29H29P2PdS2 | ωB97M-V/def2-TZVPD

Computed properties:
* <S²>: 2.01
* spin multiplicity: 3
* charge: -1
* maximum force: 0.60 eV/Å
* HOMO-LUMO gap (spin up / spin down): 0.2066 / 0.2594 hartree
* HOMO energy (spin up / spin down): -2.87 / -4.31 eV

Geometry (Å):
Pd -0.825 -2.193 -0.492
S 0.789 -1.967 -2.547
P 0.934 -0.318 -1.384
C -0.519 0.057 -0.651
P -1.055 0.223 0.922
S -2.082 -1.400 1.567
C 0.279 0.623 2.112
C 0.816 -0.326 2.971
C 1.885 0.000 3.796
C 2.414 1.282 3.783
C 1.882 2.239 2.928
C 0.827 1.907 2.093
C -2.111 1.700 1.087
C -2.485 2.165 2.347
C -3.309 3.272 2.466
C -3.771 3.920 1.324
C -3.407 3.454 0.070
C -2.577 2.345 -0.050
C 1.548 1.089 -2.379
C 1.100 2.371 -2.085
C 1.587 3.465 -2.791
C 2.518 3.276 -3.802
C 2.956 1.993 -4.111
C 2.471 0.904 -3.402
C 2.364 -0.595 -0.258
C 3.237 0.424 0.112
C 4.284 0.178 0.990
C 4.478 -1.093 1.509
C 3.609 -2.116 1.151
C 2.563 -1.865 0.277
H 0.384 -1.320 2.984
H 2.306 -0.753 4.451
H 3.245 1.532 4.431
H 2.295 3.240 2.907
H 0.422 2.655 1.420
H -2.128 1.657 3.235
H -3.594 3.633 3.447
H -4.416 4.786 1.415
H -3.769 3.955 -0.820
H -2.273 1.961 -1.017
H 0.352 2.497 -1.310
H 1.232 4.462 -2.557
H 2.896 4.127 -4.357
H 3.672 1.844 -4.909
H 2.796 -0.102 -3.642
H 3.109 1.426 -0.281
H 4.949 0.987 1.269
H 5.296 -1.287 2.192
H 3.747 -3.113 1.550
H 1.898 -2.670 -0.019
C -2.365 -5.234 -1.076
C -3.228 -3.978 -0.977
C -4.619 -4.252 -1.561
C -2.556 -2.795 -1.641
H -2.773 -6.053 -0.477
H -1.345 -5.035 -0.736
H -2.300 -5.575 -2.114
H -3.364 -3.746 0.086
H -4.545 -4.499 -2.625
H -5.257 -3.371 -1.469
H -5.115 -5.087 -1.055
H -3.171 -1.895 -1.651
H -2.179 -3.013 -2.643

natural (NBO) atomic charge list, values in e, 4 entries: Pd 0.593; S -0.638; P 1.380; C -1.467



# 5
C13H18F2N6O4S2 | ωB97M-V/def2-TZVPD

Computed properties:
* charge: 0
* maximum force: 3.71 eV/Å
* HOMO-LUMO gap: 0.2004 hartree
* HOMO energy: -8.54 eV

Geometry (Å):
N 0.239 0.618 4.570
C -0.674 -0.299 5.279
N -1.701 0.574 5.921
N 0.015 -0.983 6.410
C -1.479 -1.308 4.331
C -0.816 -1.587 2.961
C -0.066 -2.847 2.780
C 0.554 -3.204 1.510
C 0.343 -2.178 0.449
N -0.354 -1.074 0.810
C -0.530 -0.076 -0.312
C 0.806 0.275 -1.018
C 0.758 0.361 -2.489
C 1.942 0.646 -3.300
C 3.244 0.868 -2.645
C 3.280 0.785 -1.174
C 2.093 0.496 -0.365
N -0.917 -0.722 1.931
H 1.055 0.093 4.234
H -0.310 0.970 3.776
H -2.583 0.057 6.033
H -1.408 0.751 6.891
H 0.950 -1.294 6.140
H -0.567 -1.746 6.753
H -1.663 -2.261 4.904
H -2.500 -0.863 4.136
H -0.011 -3.545 3.651
H 1.129 -4.136 1.324
H 0.737 -2.317 -0.591
H -0.986 0.874 0.083
H -1.289 -0.496 -1.031
H -0.212 0.173 -3.021
H 1.827 0.668 -4.415
H 4.168 1.067 -3.244
H 4.286 0.961 -0.712
H 2.162 0.426 0.745
N -0.993 3.129 -6.940
S -0.390 2.051 -5.967
O 0.190 0.880 -6.565
O -1.049 1.860 -4.702
F 0.926 2.835 -5.506
S -2.303 2.623 -7.654
O -2.683 3.435 -8.772
O -3.383 2.178 -6.821
F -1.839 1.281 -8.378

natural (NBO) atomic charge list, values in e, 4 entries: N -0.809; C 0.417; N -0.828; N -0.847



# 6
C29H32BrN4O3V | ωB97M-V/def2-TZVPD

Computed properties:
* <S²>: 2.01
* spin multiplicity: 3
* charge: +2
* maximum force: 1.68 eV/Å
* HOMO-LUMO gap (spin up / spin down): 0.2819 / 0.2907 hartree
* HOMO energy (spin up / spin down): -13.90 / -13.91 eV

Geometry (Å):
V 0.288 0.583 0.019
C 0.554 3.472 0.267
N 0.416 2.504 -0.849
C 1.625 2.526 -1.701
C 2.713 1.811 -0.953
C 4.055 2.028 -1.186
C 4.989 1.345 -0.419
C 4.540 0.487 0.573
C 3.180 0.318 0.747
N 2.270 0.943 -0.019
C -0.785 2.783 -1.653
C -1.042 1.608 -2.561
C -1.885 1.700 -3.653
C -2.122 0.563 -4.409
C -1.498 -0.622 -4.050
C -0.655 -0.627 -2.955
N -0.421 0.469 -2.227
C -0.200 2.971 1.468
C -0.937 3.800 2.289
C -1.577 3.255 3.394
C -1.476 1.890 3.621
C -0.755 1.119 2.731
N -0.111 1.646 1.681
H 0.212 4.467 -0.025
H 1.612 3.550 0.529
H 1.919 3.547 -1.961
H 1.423 1.989 -2.627
H 4.366 2.718 -1.959
H 6.048 1.489 -0.586
H 5.233 -0.051 1.203
H 2.798 -0.362 1.491
H -0.669 3.705 -2.231
H -1.641 2.899 -0.983
H -2.359 2.641 -3.900
H -2.785 0.602 -5.262
H -1.663 -1.532 -4.609
H -0.139 -1.530 -2.653
H -1.025 4.854 2.062
H -2.161 3.881 4.054
H -1.966 1.430 4.466
H -0.706 0.045 2.848
C 2.344 -2.533 -0.994
C 2.004 -3.201 0.326
O 1.725 -2.212 1.312
C 1.361 -2.778 2.567
C 1.571 -1.741 3.660
H 2.373 -3.280 -1.786
H 3.323 -2.056 -0.942
H 1.589 -1.783 -1.230
H 2.849 -3.810 0.665
H 1.138 -3.863 0.208
H 1.991 -3.650 2.766
H 0.317 -3.112 2.527
H 2.615 -1.708 3.966
H 0.967 -1.970 4.536
H 1.296 -0.752 3.291
Br -4.697 0.235 -1.090
C -4.100 -1.447 -0.451
C -5.044 -2.460 -0.431
C -4.684 -3.739 -0.041
C -3.373 -4.029 0.303
C -2.425 -3.028 0.280
C -2.767 -1.716 -0.069
C -1.699 -0.707 0.029
O -1.876 0.530 0.086
O -0.462 -1.091 0.066
H -6.063 -2.234 -0.710
H -5.438 -4.513 -0.009
H -3.100 -5.031 0.604
H -1.398 -3.236 0.550

natural (NBO) atomic charge list, values in e, 4 entries: V 1.693; C -0.256; N -0.486; C -0.266



# 7
C5H4O | ωB97M-V/def2-TZVPD

Computed properties:
* charge: 0
* maximum force: 8.50 eV/Å
* HOMO-LUMO gap: 0.3342 hartree
* HOMO energy: -9.96 eV

Geometry (Å):
C 1.713 -1.907 -0.344
C 0.753 -1.288 -0.101
C -0.548 1.516 -0.346
C -1.900 -0.649 0.202
C -0.862 0.265 -0.073
O -2.060 -1.808 -0.094
H 2.300 -2.777 -0.606
H -1.253 2.333 -0.259
H 0.448 1.774 -0.689
H -2.791 -0.092 0.661

natural (NBO) atomic charge list, values in e, 4 entries: C -0.401; C -0.075; C -0.369; C 0.320



# 8
C7H8O | ωB97M-V/def2-TZVPD

Computed properties:
* charge: 0
* structure (SMILES): C#CC(=C)OC(=C)C
* maximum force: 2.22 eV/Å
* HOMO-LUMO gap: 0.3528 hartree
* HOMO energy: -8.76 eV

Geometry (Å):
C -2.332 0.027 -0.797
C -1.071 -0.021 0.091
C -1.025 0.551 1.321
C 1.285 -0.597 -0.026
C 1.938 -1.742 0.177
C 1.890 0.700 -0.161
C 2.225 1.817 -0.429
H -2.516 -0.973 -1.160
H -3.181 0.362 -0.183
H -2.235 0.776 -1.602
H -0.139 0.442 1.887
H -1.957 0.974 1.770
H 1.603 -2.754 -0.101
H 2.966 -1.659 0.335
H 2.603 2.829 -0.659
O -0.054 -0.733 -0.461

natural (NBO) atomic charge list, values in e, 4 entries: C -0.653; C 0.347; C -0.536; C 0.217



# 9
C44H47AsN3S2Sb2V | ωB97M-V/def2-TZVPD

Computed properties:
* <S²>: 3.78
* spin multiplicity: 4
* charge: +1
* maximum force: 1.64 eV/Å
* HOMO-LUMO gap (spin up / spin down): 0.2460 / 0.2582 hartree
* HOMO energy (spin up / spin down): -9.88 / -10.48 eV

Geometry (Å):
V -0.207 -0.479 -0.407
C -1.082 -5.752 -2.211
S 0.317 -5.096 -1.286
C -0.040 -3.404 -1.190
S 1.109 -2.491 -0.258
N -1.122 -2.966 -1.792
N -1.291 -1.603 -1.594
C -2.241 -1.034 -2.254
C -2.449 0.390 -1.986
C -3.451 1.124 -2.594
C -3.595 2.462 -2.268
C -2.730 3.023 -1.344
C -1.760 2.224 -0.769
N -1.612 0.930 -1.066
H -1.032 -6.831 -2.084
H -1.010 -5.501 -3.266
H -2.016 -5.373 -1.806
H -2.855 -1.603 -2.944
H -4.099 0.647 -3.317
H -4.373 3.057 -2.727
H -2.796 4.066 -1.069
H -1.060 2.624 -0.048
C 3.341 0.824 -2.462
C 3.888 1.340 -1.135
C 3.647 0.409 0.059
Sb 1.775 0.754 1.028
C 2.200 2.643 1.883
C 3.436 2.867 2.488
C 3.696 4.073 3.120
C 2.724 5.064 3.161
C 1.489 4.849 2.571
C 1.229 3.641 1.933
C 2.230 -0.331 2.803
C 1.673 0.068 4.015
C 2.010 -0.584 5.193
C 2.896 -1.653 5.167
C 3.451 -2.060 3.965
C 3.124 -1.398 2.787
Sb 1.263 0.312 -2.534
C 0.542 2.202 -3.214
C 0.874 3.355 -2.501
C 0.367 4.593 -2.871
C -0.490 4.690 -3.959
C -0.833 3.551 -4.673
C -0.321 2.312 -4.303
C 1.294 -0.689 -4.392
C 0.638 -1.902 -4.585
C 0.688 -2.530 -5.825
C 1.390 -1.954 -6.871
C 2.047 -0.744 -6.684
C 1.999 -0.113 -5.450
H 3.865 -0.084 -2.767
H 3.476 1.567 -3.247
H 3.490 2.339 -0.929
H 4.965 1.484 -1.252
H 4.406 0.556 0.828
H 3.677 -0.641 -0.240
H 4.199 2.097 2.486
H 4.658 4.238 3.588
H 2.929 6.002 3.660
H 0.727 5.617 2.607
H 0.257 3.485 1.480
H 1.019 0.931 4.061
H 1.590 -0.252 6.134
H 3.162 -2.160 6.086
H 4.150 -2.886 3.941
H 3.568 -1.732 1.857
H 1.543 3.300 -1.646
H 0.642 5.479 -2.313
H -0.883 5.655 -4.254
H -1.491 3.627 -5.529
H -0.587 1.432 -4.880
H 0.091 -2.372 -3.778
H 0.178 -3.474 -5.969
H 1.429 -2.445 -7.834
H 2.596 -0.291 -7.500
H 2.505 0.837 -5.324
C -3.634 -1.292 0.788
As -1.818 -1.210 1.485
C -1.620 -3.066 2.008
C -2.218 -0.325 3.198
C -2.844 -1.234 4.216
C -4.228 -1.376 4.272
C -4.818 -2.256 5.169
C -4.029 -3.002 6.032
C -2.649 -2.858 5.994
C -2.063 -1.983 5.090
H -4.280 -1.755 1.533
H -3.652 -1.896 -0.118
H -3.998 -0.289 0.563
H -2.479 -3.369 2.605
H -0.703 -3.192 2.583
H -1.556 -3.676 1.108
H -2.899 0.491 2.947
H -1.289 0.108 3.548
H -4.856 -0.774 3.624
H -5.895 -2.355 5.196
H -4.487 -3.686 6.734
H -2.025 -3.430 6.669
H -0.992 -1.889 5.054

Löwdin atomic charge list, values in e, 4 entries: V -0.171; C -0.383; S 0.877; C -1.122



- Number 5 is which compound?
  C13H18F2N6O4S2



- Among the records above, which one has the highest charge?
  C29H32BrN4O3V



- Among the records above, which one has the highest charge?
  C29H32BrN4O3V